Computed, not measured: a 2-piece molecular cluster, C5H14NO overall, with ωB97M-V/def2-TZVPD.

Results
Net charge ... +1
LUMO energy ... -0.122 Eh
Energy relative to the best compared isomer or geometry (same formula, charge and spin) ... 94.62 kJ/mol
Orbital gap ... 0.3602 hartree

Cartesian coordinates (Å):
C 1.312651 -0.869888 -0.131088
C -0.030539 -1.160937 -0.732943
C -1.224897 -0.834923 0.156364
C -1.155515 -0.485823 1.437113
C -2.325472 -0.116717 2.298909
N 1.436578 0.625023 0.032760
H 2.152513 -1.188960 -0.716889
H 1.504447 -1.281276 0.855556
H -0.146815 -2.188179 -0.996385
H -0.144006 -0.589765 -1.657958
H -2.166720 -0.966969 -0.356279
H -0.212457 -0.611623 1.969031
H -2.263971 -0.609343 3.262192
H -3.260034 -0.373729 1.810906
H -2.382312 0.955038 2.463840
H 0.629981 0.954122 0.565353
H 1.421580 1.183888 -0.854093
H 2.324198 0.893389 0.457270
H 1.670153 2.795626 -2.280267
H 1.734027 1.468348 -3.088473
O 1.203175 1.973312 -2.464956

Forces on the atoms, in the same order (eV/Å):
C 0.3 0.5 0.3
C -0.9 0.5 0.5
C 0.8 0.1 -0.1
C -0.3 -0.4 0.1
C -0.1 -0.1 -0.4
N 0.4 0.6 -0.4
H 0.3 -0.1 -0.6
H -0.4 -0.2 0.1
H 0.4 -0.9 -0.3
H 0.1 0.0 -0.1
H -0.3 0.4 0.1
H 0.1 0.4 -0.1
H -0.1 -0.1 0.2
H -0.1 -0.2 0.0
H 0.2 0.2 0.2
H 0.1 0.1 0.4
H -0.4 -0.7 -0.3
H -0.2 -0.1 0.5
H 0.1 0.2 -0.4
H 0.1 0.2 -0.3
O 0.0 -0.3 0.7



Computed, not measured: a 2-piece molecular cluster, C5H14NO overall, with ωB97M-V/def2-TZVPD.

Results
Net charge ... +1
LUMO energy ... -0.294 Eh
Energy relative to the best compared isomer or geometry (same formula, charge and spin) ... 579.51 kJ/mol
Orbital gap ... 0.1429 hartree

Cartesian coordinates (Å):
C 1.008921 0.218956 -0.164520
O 0.834644 -0.718593 -1.384780
C -0.232581 1.088658 0.059865
C -1.565168 0.402799 0.371821
C -2.339348 1.060171 1.631502
C -1.299691 1.041263 2.940029
N 2.880862 -2.476604 -2.892934
H 1.272990 -0.465638 0.693274
H 1.965025 0.772349 -0.405258
H 0.501647 -0.323761 -2.239483
H -0.353999 2.089392 -0.523932
H -1.429693 -0.678960 0.477035
H -2.117237 0.488101 -0.570692
H -3.372677 0.601013 1.878543
H -2.455924 2.083651 1.279442
H -1.647789 1.587092 3.817093
H -0.209690 1.252287 2.772272
H -1.319350 0.001688 3.379309
H 3.343848 -2.033793 -3.599977
H 3.265155 -3.205726 -2.392847
H 2.281706 -1.953800 -2.268179

Forces on the atoms, in the same order (eV/Å):
C 2.0 -0.4 -1.3
O -1.2 1.6 1.6
C -2.3 -1.8 -3.0
C 1.5 -0.1 1.2
C 1.5 0.2 1.0
C -1.1 -2.0 -0.5
N -3.2 0.1 1.6
H -0.9 0.6 -0.9
H -1.4 -0.1 0.4
H 0.5 0.1 1.4
H 0.7 -1.2 1.8
H 0.4 0.2 0.4
H -0.3 0.7 -0.1
H 2.0 0.5 -0.7
H -0.5 0.2 0.5
H -0.2 0.6 -0.5
H -1.1 0.2 -0.4
H 0.2 0.7 -0.8
H 1.5 1.2 -1.6
H 1.4 -1.6 0.5
H 0.4 0.3 -0.6



Computed, not measured: an isolated ion of composition C5H14NO and charge +1, with ωB97M-V/def2-TZVPD.

Results
Net charge ... +1
SMILES ... CC(C)[C@H]([NH3+])CO
LUMO energy ... -0.118 Eh
Energy relative to the best compared isomer or geometry (same formula, charge and spin) ... 75.84 kJ/mol
Orbital gap ... 0.4396 hartree

Cartesian coordinates (Å):
C 1.510195 -1.099489 -0.326300
O 2.515270 -0.430271 -1.047691
C 0.631839 -0.080399 0.392812
C -0.872637 -0.387303 0.431255
C -1.509588 -0.250602 -0.942219
C -1.554312 0.499699 1.447943
N 0.827823 1.281108 -0.283443
H 0.919127 -1.810813 -0.905909
H 1.992725 -1.681848 0.450505
H 3.314698 -0.938070 -1.162163
H 1.076207 0.108766 1.369804
H -0.990540 -1.440335 0.702817
H -0.944332 -0.615333 -1.801427
H -1.820225 0.782717 -1.136462
H -2.435140 -0.825154 -0.950177
H -1.289606 0.297510 2.487243
H -1.347452 1.558131 1.259440
H -2.641848 0.407212 1.429827
H 1.817921 1.377275 -0.531779
H 0.347155 1.221221 -1.179659
H 0.452726 2.025978 0.295591

Forces on the atoms, in the same order (eV/Å):
C 0.4 -0.8 0.5
O -0.4 0.9 -0.4
C 0.3 0.8 0.1
C 0.6 -0.4 0.0
C -0.7 0.3 -0.3
C -0.6 0.3 0.5
N -0.1 -1.1 -0.5
H 0.0 0.3 -0.4
H -0.1 -0.3 0.3
H 0.2 -0.4 0.0
H -0.4 -0.2 0.2
H 0.3 0.1 0.3
H 0.3 0.0 0.2
H 0.1 0.0 -0.1
H 0.0 0.0 0.0
H 0.3 -0.1 -0.1
H -0.1 0.0 0.0
H 0.0 -0.1 -0.3
H 0.1 0.2 0.3
H -0.3 0.4 -0.1
H 0.1 0.2 -0.1



Short version: largest force on an atom = 0.0218; 0.0808; 0.0233 hartree/bohr, in the order given.